No. 1
# C4H10NO

A 2-piece molecular cluster, C4H10NO overall (the ωB97M-V functional and the def2-TZVPD basis, the Open Molecules 2025 dataset).

The LUMO energy is -4.945 eV. Its relative energy (zero: lowest compared OMol25 entry of this formula, charge and spin) is 236.5 kJ/mol.

```
! wB97M-V def2-TZVPD RIJCOSX def2/J DEFGRID3
* xyz 1 1
C 3.15596 -0.47770 0.00747
C 1.79797 0.03311 0.33504
C 0.75379 -0.62895 -0.15180
N -0.61874 -0.09921 0.06980
C -1.48779 -0.73938 0.78950
H 3.75716 -0.03161 0.78693
H 3.29213 -1.50049 -0.33982
H 3.54722 -0.15285 -0.98542
H 1.75697 0.91139 0.99464
H 0.48046 -1.60524 -0.57974
H -1.03112 0.59974 -0.57330
H -2.49867 -0.41067 0.85106
H -0.97322 -1.42707 1.43525
H -3.76173 1.17232 -1.07380
H -3.18230 2.15727 -0.28735
O -2.83166 1.44896 -0.85405
*
```

natural (NBO) atomic charge list, values in e, 4 entries:
1 C -0.6902
2 C -0.0919
3 C -0.1309
4 N -0.4056

No. 2
# C18H24CaN6O6Se

C18H24CaN6O6Se as an isolated structure (the ωB97M-V functional and the def2-TZVPD basis, the Open Molecules 2025 dataset).

The LUMO energy is -0.061 eV. Its relative energy (zero: lowest compared OMol25 entry of this formula, charge and spin) is 0.0 kJ/mol.

```
! wB97M-V def2-TZVPD RIJCOSX def2/J DEFGRID3
* xyz 0 1
Ca -0.82765 -0.01845 0.27914
C 2.43188 3.67838 0.24339
N 2.82801 2.45103 -0.43093
C 4.25934 2.18733 -0.51298
C 1.89081 1.53687 -0.68614
O 0.69177 1.75130 -0.48482
C 2.31761 0.20139 -1.26916
O 1.19807 -0.65408 -1.16824
C 1.56474 -2.01575 -1.23999
C 0.30311 -2.80513 -0.94462
O -0.73942 -2.18767 -0.72427
N 0.36165 -4.14035 -0.93187
C 1.57816 -4.90282 -1.13901
C -0.84506 -4.91731 -0.67067
H 3.17355 4.44663 0.03618
H 2.36702 3.52643 1.32303
H 1.46596 4.00993 -0.12651
H 4.76221 3.09044 -0.85626
H 4.47369 1.39510 -1.22232
H 4.65910 1.89391 0.45926
H 3.16023 -0.21186 -0.70903
H 2.60872 0.33288 -2.31899
H 2.34876 -2.24414 -0.50665
H 1.94738 -2.25648 -2.23907
H 2.41872 -4.25888 -1.37698
H 1.43655 -5.60741 -1.96037
H 1.82651 -5.46616 -0.23770
H -1.68067 -4.25414 -0.46314
H -0.67649 -5.57258 0.18559
H -1.08032 -5.53345 -1.54029
N -1.11575 -1.32513 2.44030
C -2.03774 -2.42553 2.11086
C -3.02661 -2.04038 0.99402
O -3.80242 -2.90697 0.61397
O -2.93746 -0.83235 0.57079
H -0.25362 -1.66009 2.85343
H -1.54414 -0.71134 3.12392
H -2.61931 -2.77240 2.96814
H -1.46027 -3.27635 1.75030
Se 4.18362 -1.38095 1.56404
C 2.55671 -0.61240 1.68912
N 1.49536 -0.13109 1.66004
O 0.01412 2.53170 3.23019
C -0.31718 1.92661 2.34270
N -1.77612 6.63716 -1.11420
C -2.24082 5.60396 -0.92348
C -2.81156 4.30628 -0.69292
C -4.18875 4.10440 -0.68752
C -4.65761 2.82643 -0.46036
C -3.74963 1.79847 -0.24280
N -2.42485 1.99220 -0.24506
C -1.97057 3.22245 -0.47034
H -4.86243 4.93290 -0.85998
H -5.71715 2.61478 -0.44899
H -4.06468 0.77864 -0.05517
H -0.89505 3.34401 -0.47757
*
```

natural (NBO) atomic charge list, values in e, 4 entries:
1 Ca 1.7751
2 C -0.4110
3 N -0.4027
4 C -0.4105

No. 3
# C20H10BCl72FN2O2P

A 19-piece molecular cluster, C20H10BCl72FN2O2P overall (the ωB97M-V functional and the def2-TZVPD basis, the Open Molecules 2025 dataset).

The LUMO energy is -3.229 eV.

```
! wB97M-V def2-TZVPD RIJCOSX def2/J DEFGRID3
* xyz 1 1
C 1.62621 2.73919 4.66620
C 0.28408 3.43176 4.78503
F 0.02272 3.85133 6.02931
N -0.90797 2.67109 4.23641
P -0.72904 0.86239 4.17395
N -0.30301 0.18968 5.49817
B -2.23761 3.06383 4.93618
O -2.70054 4.31924 4.67990
O -2.90865 2.20552 5.72882
H 1.75186 1.96379 5.41423
H 2.37098 3.51126 4.84033
H 1.77915 2.36347 3.65541
H 0.35245 4.33401 4.17601
H -1.00666 2.96411 3.25835
H -1.98694 0.42867 3.69845
H 0.17004 0.64703 3.10884
H 0.58113 -0.28891 5.30812
H -2.86636 4.38316 3.72240
H -3.66974 1.87214 5.22650
C -2.74184 4.63601 0.04327
Cl -4.26467 5.18593 0.74060
Cl -1.82746 5.99037 -0.59537
Cl -1.76319 3.84244 1.32594
Cl -3.05350 3.47029 -1.23469
C 2.47334 1.36576 0.59162
Cl 2.05049 -0.04858 1.56868
Cl 3.91905 2.12026 1.27023
Cl 2.77764 0.87829 -1.06632
Cl 1.13161 2.53346 0.62456
C 3.44425 -3.18652 -0.57797
Cl 1.73386 -2.84281 -0.26562
Cl 3.92109 -2.48112 -2.12645
Cl 4.44061 -2.49417 0.71269
Cl 3.66706 -4.93514 -0.61015
C 4.26008 -7.44189 3.05183
Cl 3.01128 -7.63427 4.28618
Cl 4.18056 -5.80129 2.39764
Cl 5.86896 -7.71027 3.75350
Cl 3.98594 -8.60603 1.75202
C -1.62934 -5.76985 -0.48916
Cl 0.10868 -5.56568 -0.72615
Cl -2.09759 -7.42920 -0.86897
Cl -2.00670 -5.41820 1.20230
Cl -2.51058 -4.65008 -1.53741
C 4.38126 0.36048 -4.96821
Cl 2.68525 0.72401 -4.62968
Cl 4.85873 1.13497 -6.48539
Cl 5.39029 0.97780 -3.65334
Cl 4.59076 -1.38983 -5.09436
C -0.10486 8.59747 -3.18400
Cl 0.72075 10.01425 -3.83105
Cl 0.67142 7.12324 -3.77898
Cl -0.02630 8.62603 -1.41367
Cl -1.79216 8.59865 -3.70420
C 2.65035 -2.55768 6.19451
Cl 4.09689 -3.54837 6.02032
Cl 2.95013 -1.26250 7.35898
Cl 2.24480 -1.84079 4.61550
Cl 1.30665 -3.55521 6.74755
C -2.65565 -9.49818 2.95747
Cl -3.00273 -10.54776 4.33439
Cl -0.99283 -8.90252 3.07125
Cl -2.84561 -10.41674 1.45550
Cl -3.77378 -8.13135 2.96046
C -7.32681 -7.96531 1.07314
Cl -5.89863 -8.99379 0.97510
Cl -6.91456 -6.50079 1.97587
Cl -7.85636 -7.51482 -0.55137
Cl -8.63057 -8.85428 1.89137
C -2.80240 -3.75025 6.59729
Cl -2.01474 -2.23725 6.12243
Cl -2.00366 -5.10576 5.78829
Cl -2.67587 -3.95077 8.34663
Cl -4.50710 -3.70669 6.12714
C 4.98794 -9.81776 7.76257
Cl 3.28866 -9.47280 8.11808
Cl 5.39635 -9.15707 6.17186
Cl 6.01100 -9.06744 8.99374
Cl 5.24693 -11.56582 7.76502
C -1.46303 8.87416 -8.16387
Cl -1.74097 10.61455 -8.06460
Cl -0.54946 8.34368 -6.74529
Cl -3.01386 8.02788 -8.21030
Cl -0.54563 8.50486 -9.62842
C 0.20339 3.42409 -7.18613
Cl 1.58883 2.33844 -7.22495
Cl 0.55908 4.80998 -6.14356
Cl -0.14128 4.00230 -8.81477
Cl -1.20355 2.55684 -6.54899
C 4.08660 5.03730 -9.19549
Cl 3.89534 6.33224 -8.00794
Cl 5.35261 5.47048 -10.35183
Cl 4.54150 3.54386 -8.36624
Cl 2.55158 4.80514 -10.05413
C 8.68449 3.75489 -8.62368
Cl 7.94742 2.78877 -9.90693
Cl 8.44918 5.47497 -8.96140
Cl 7.93743 3.34876 -7.07181
Cl 10.41463 3.40429 -8.54546
C -5.74520 11.01997 -9.15957
Cl -7.44932 11.48848 -9.15022
Cl -5.42452 9.92708 -7.80487
Cl -5.36724 10.19490 -10.67581
Cl -4.74077 12.46653 -9.00865
C -8.63909 -6.18667 5.82480
Cl -9.80705 -6.48666 7.11618
Cl -8.79064 -4.51189 5.26967
Cl -7.00008 -6.45469 6.43590
Cl -8.94561 -7.28033 4.47269
*
```

Löwdin atomic charge list, values in e, 4 entries:
1 C -0.0074
2 C -0.3633
3 F 0.1005
4 N -0.0249

No. 4
# C34H47O16S3V2

C34H47O16S3V2 as an isolated structure (the ωB97M-V functional and the def2-TZVPD basis, the Open Molecules 2025 dataset).

The LUMO energy is -5.917 eV. Its relative energy (zero: lowest compared OMol25 entry of this formula, charge and spin) is 0.0 kJ/mol.

```
! wB97M-V def2-TZVPD RIJCOSX def2/J DEFGRID3
* xyz 1 1
O -3.20728 -3.25157 -0.20233
V -1.67042 -3.20981 -0.72710
O -0.73030 -3.47058 0.49373
O -0.00996 -0.06356 -3.59731
V -1.19410 -1.06845 -3.40969
O -2.61845 -0.48764 -3.81466
C -2.11443 -0.44305 1.02438
C -1.15804 -0.06523 -0.13568
C 0.19726 0.24172 0.45769
O -1.16646 -1.07126 -1.11294
H -1.68278 -1.24718 1.62401
H -3.13000 -0.68975 0.71391
H -2.21479 0.42355 1.68184
H -1.65231 0.81783 -0.55980
H 0.75002 -0.54855 0.96384
H 0.13387 1.13883 1.07176
H 0.81449 0.54415 -0.39988
C 2.57322 3.82337 3.61752
C 1.11492 3.33754 3.66007
O 0.43648 4.44247 4.24263
S 1.37743 5.26286 5.28928
O 1.09801 4.87291 6.63138
O 1.40472 6.65209 4.91578
O 2.77531 4.60154 4.78450
H 2.75972 4.46120 2.75037
H 3.28565 3.00964 3.67007
H 1.05165 2.40670 4.22723
H 0.67783 3.10459 2.69143
C 6.35930 -0.15369 3.06680
C 6.16349 1.02536 2.08668
O 4.87838 1.48064 2.49922
S 3.89490 0.23185 2.84028
O 3.42603 -0.44541 1.63805
O 2.87828 0.63617 3.77202
O 5.07548 -0.57495 3.57150
H 6.87407 0.22586 3.94694
H 6.86405 -0.99159 2.59488
H 6.20037 0.69039 1.04829
H 6.87773 1.83221 2.21520
O 0.66468 -2.51081 -3.30032
S 1.25883 -3.51030 -2.44635
O 0.43518 -4.49769 -1.82738
O 2.33108 -4.37017 -3.30385
C 3.09296 -3.69384 -4.32250
C 3.08302 -4.49167 -5.63104
C 2.34621 -2.73186 -1.23644
H 4.06976 -3.37411 -3.97112
H 2.54907 -2.79333 -4.62651
H 3.80002 -5.30914 -5.56189
H 3.49817 -3.89198 -6.44807
H 2.08540 -4.71714 -5.99768
H 1.74293 -2.13423 -0.54970
H 3.05527 -2.06473 -1.72409
H 2.86051 -3.50660 -0.67383
C -1.56574 -4.79019 4.57788
C -1.27569 -3.78585 3.69979
C -0.24746 -2.88241 3.92764
C 0.52901 -3.00811 5.06767
C 0.32212 -4.08574 5.93485
C -0.77371 -4.91977 5.73191
H -2.29769 -5.58481 4.51323
H -1.90822 -3.61851 2.83213
H -0.17840 -2.04694 3.24252
H 1.35004 -2.33732 5.28753
H 1.02972 -4.35326 6.70772
H -1.00486 -5.74991 6.38631
C -7.09800 -2.63850 -2.49046
C -6.02666 -2.19847 -1.76622
C -6.22201 -1.25689 -0.75728
C -7.46717 -0.69989 -0.54302
C -8.55651 -1.15723 -1.29760
C -8.37044 -2.14311 -2.23808
H -7.00068 -3.40338 -3.25255
H -5.03641 -2.60133 -1.93999
H -5.41578 -0.94397 -0.10378
H -7.60693 -0.01137 0.27871
H -9.55156 -0.80854 -1.05201
H -9.17305 -2.57520 -2.82266
C 4.18543 3.85010 -2.05501
C 4.22612 3.01857 -0.94653
C 3.46223 1.86364 -0.90287
C 2.68460 1.47237 -1.99107
C 2.62053 2.32393 -3.09674
C 3.34001 3.52494 -3.11200
H 4.76689 4.75964 -2.11835
H 4.80723 3.28260 -0.07141
H 3.38546 1.23019 -0.02832
H 2.20791 0.50429 -2.07402
H 1.98480 2.13225 -3.95156
H 3.30682 4.05689 -4.05334
C -2.77540 3.65548 -1.79829
C -3.02360 5.01942 -1.71231
C -3.60029 5.70103 -2.77868
C -4.06772 4.96268 -3.85567
C -4.01744 3.56468 -3.85975
C -3.34656 2.92423 -2.84055
H -2.31912 3.11173 -0.98119
H -2.71179 5.60123 -0.85340
H -3.81000 6.75885 -2.70313
H -4.44657 5.44070 -4.75082
H -4.43308 3.09843 -4.74256
H -3.14685 1.85925 -2.85783
*
```

Löwdin atomic charge list, values in e, 4 entries:
1 O -0.2696
2 V 1.0221
3 O -0.2317
4 O -0.2328

no.,highest occupied orbital energy (eV),gap between HOMO and LUMO (eV)
1,-14.19,9.24
2,-7.81,7.75
3,-12.05,8.82
4,-10.94,5.02